Record 1
Formula: C23H43FeN2OP3S
Source: the OMol25 dataset
Level of theory: ωB97M-V/def2-TZVPD

```
74
Properties=species:S:1:pos:R:3:mulliken_spin:R:1
Fe 0.566 -0.569 -0.683 3.621
P -0.359 1.470 0.883 0.090
P -2.153 -0.945 -0.938 -0.039
P 2.506 0.671 -0.639 0.084
H 1.459 -1.936 -6.552 0.024
C 2.373 -2.076 -5.976 0.170
C 2.383 -3.024 -5.025 0.208
H 1.799 -3.957 -5.167 0.023
C -1.007 2.989 0.081 0.016
C -1.725 1.121 2.044 0.014
C 0.700 2.286 2.132 0.023
C -2.751 -2.254 -2.017 0.013
C -3.168 -1.168 0.582 -0.012
C -2.901 0.587 -1.544 0.012
C 3.679 -0.032 -1.858 0.014
C 3.553 0.670 0.843 0.007
C 2.376 2.417 -1.167 0.002
H 3.282 -1.601 -6.334 0.006
H 3.106 -3.059 -4.186 0.030
H -1.304 3.663 0.893 0.004
H -1.866 2.792 -0.561 -0.004
H -0.233 3.463 -0.527 -0.002
H -1.891 2.003 2.670 0.005
H -1.479 0.256 2.670 -0.004
H -2.651 0.938 1.499 -0.006
H 0.112 3.147 2.472 0.000
H 1.650 2.631 1.717 0.000
H 0.888 1.632 2.992 -0.004
H -3.745 -2.593 -1.653 0.002
H -2.039 -3.102 -2.020 0.000
H -2.845 -1.882 -3.060 -0.004
H -3.833 -0.291 0.638 0.000
H -2.561 -1.238 1.498 0.001
H -3.797 -2.063 0.504 -0.001
H -3.747 0.272 -2.151 0.001
H -2.186 1.180 -2.115 0.002
H -3.268 1.174 -0.702 0.000
H 4.622 0.513 -1.776 0.002
H 3.300 0.046 -2.879 0.000
H 3.856 -1.084 -1.632 -0.001
H 4.511 1.163 0.610 0.002
H 3.764 -0.372 1.136 0.000
H 3.092 1.180 1.700 0.000
H 3.339 2.698 -1.609 0.000
H 2.150 3.084 -0.329 0.001
H 1.586 2.518 -1.921 0.001
C 0.153 -1.363 -4.013 0.145
C 0.297 -0.071 -4.538 0.101
C -0.720 0.361 -5.397 -0.014
C -1.464 -0.586 -6.097 0.183
C -1.409 -1.930 -5.750 -0.028
C -0.620 -2.334 -4.694 0.128
S 1.052 -1.805 -2.625 0.218
H -0.670 -0.927 -1.848 -0.081
H 1.183 0.527 -4.248 -0.006
H -0.940 1.425 -5.470 -0.001
H -2.151 -0.302 -6.885 0.003
H -2.060 -2.653 -6.215 0.000
H -0.581 -3.362 -4.324 -0.009
N 1.769 -1.862 5.792 0.000
C 1.655 -1.070 4.674 0.000
O 1.998 0.119 4.616 0.000
C 1.024 -1.796 3.533 0.007
C 0.343 -3.015 3.666 0.000
C -0.288 -3.551 2.544 0.000
C -0.167 -2.903 1.306 0.015
N 0.497 -1.726 1.159 0.032
C 1.063 -1.186 2.265 0.035
H 2.237 -1.505 6.617 0.000
H 1.580 -2.855 5.793 0.000
H 0.296 -3.583 4.597 0.000
H -0.865 -4.475 2.638 0.000
H -0.618 -3.308 0.397 -0.002
H 1.566 -0.225 2.162 -0.025
```

## Properties
Net charge   +3
Kohn-Sham gap (spin up / spin down)   6.83 / 4.62 eV
Spin multiplicity   6
M   544.4 g/mol
Largest force on an atom   2.0 eV/Å
HOMO (spin up / spin down)   -16.3 / -16.7 eV

***

Record 2
Formula: C3H8N3O
Source: the OMol25 dataset
Level of theory: ωB97M-V/def2-TZVPD

```
15
Properties=species:S:1:pos:R:3:nbo_charge:R:1
H 2.431 0.770 -1.778 0.411
N 1.692 0.317 -1.066 -0.692
C 2.078 -0.389 -0.102 0.242
N 1.121 -1.070 0.695 -0.324
O 0.006 -1.341 -0.083 -0.296
C -0.938 -0.380 -0.121 0.756
C -0.822 0.781 0.673 -0.777
N -2.053 -0.861 -0.678 -0.675
H 3.038 -0.555 0.302 0.184
H 1.648 -1.899 0.942 0.403
H -1.738 1.138 1.007 0.268
H -0.316 1.791 0.182 0.331
H -0.307 0.521 1.602 0.303
H -2.074 -1.721 -1.121 0.434
H -2.788 -0.210 -0.904 0.433
```

## Properties
Net charge   +1
Kohn-Sham gap   10.06 eV
Structure (SMILES)   [H]/N=C/NOC(C)=[NH2+]
M   102.1 g/mol
Largest force on an atom   4.7 eV/Å
HOMO   -14.3 eV

***

Record 3
Formula: C3H5Cl3
Source: the OMol25 dataset
Level of theory: ωB97M-V/def2-TZVPD

```
11
Properties=species:S:1:pos:R:3:nbo_charge:R:1
C -0.989 -0.831 0.206 -0.670
C -0.317 0.395 -0.241 -0.213
Cl -0.410 0.342 -2.074 -0.075
C 1.108 0.529 0.256 -0.173
Cl 1.743 2.233 0.597 -0.046
Cl 2.384 -0.192 -0.798 -0.006
H -1.812 -1.094 -0.452 0.251
H -1.435 -0.862 1.189 0.229
H -0.502 -1.797 0.090 0.238
H -0.796 1.291 0.036 0.242
H 1.028 -0.014 1.191 0.224
```

## Properties
Kohn-Sham gap   11.56 eV
Structure (SMILES)   C[C@H](Cl)C(Cl)Cl
M   147.4 g/mol
Largest force on an atom   2.9 eV/Å
HOMO   -10.8 eV

***

Record 4
Formula: C26H43NO18
Source: the OMol25 dataset
Level of theory: ωB97M-V/def2-TZVPD

```
88
Properties=species:S:1:pos:R:3:lowdin_charge:R:1
C 14.837 18.684 -14.736 0.011
C 13.304 19.037 -14.945 -0.234
C 12.410 18.723 -13.815 -0.106
O 11.594 19.897 -13.780 0.081
C 11.956 20.777 -14.674 -0.594
O 11.400 21.861 -14.953 0.079
O 13.154 20.504 -15.151 0.110
H 15.016 17.976 -13.894 0.071
H 15.312 19.506 -14.210 0.088
H 15.375 18.504 -15.635 0.057
H 12.754 18.597 -15.786 0.132
H 12.910 18.499 -12.862 0.116
H 11.844 17.865 -14.242 0.115
C 8.557 22.099 -12.990 -0.003
C 7.089 22.698 -13.108 -0.298
C 7.125 24.255 -13.316 -0.101
O 6.890 24.347 -14.665 0.095
C 6.547 23.241 -15.228 -0.494
O 6.332 23.195 -16.502 0.057
O 6.596 22.251 -14.312 0.067
H 9.102 22.371 -13.897 0.073
H 8.300 21.004 -12.964 0.091
H 9.221 22.350 -12.209 0.051
H 6.435 22.427 -12.200 0.174
H 8.155 24.628 -13.104 0.146
H 6.393 24.739 -12.646 0.137
C 17.474 16.082 -15.923 0.008
C 17.396 15.687 -14.437 -0.366
C 18.780 15.439 -13.839 -0.079
O 19.012 16.659 -13.145 0.067
C 17.851 17.371 -13.001 -0.524
O 17.652 18.427 -12.450 0.158
O 16.959 16.718 -13.714 0.053
H 17.889 15.220 -16.538 0.115
H 18.013 16.903 -16.143 0.048
H 16.385 16.158 -16.238 0.060
H 16.641 14.949 -14.280 0.134
H 19.608 15.211 -14.554 0.151
H 18.626 14.612 -13.122 0.136
C 8.847 19.817 -18.757 0.006
C 9.529 19.990 -17.358 -0.255
C 8.446 20.019 -16.283 -0.096
O 8.543 18.707 -15.805 0.080
C 9.702 18.172 -16.166 -0.608
O 10.024 17.116 -15.620 0.090
O 10.339 18.877 -17.007 0.145
H 8.327 20.676 -19.123 0.078
H 8.103 19.023 -18.702 0.090
H 9.636 19.560 -19.475 0.088
H 10.119 20.893 -17.203 0.151
H 7.399 20.157 -16.669 0.157
H 8.614 20.752 -15.523 0.098
C 11.560 16.728 -8.694 -0.065
O 10.399 17.136 -9.375 0.013
C 10.534 17.085 -10.708 -0.369
O 11.743 16.637 -11.427 -0.129
O 9.494 17.629 -11.255 0.020
C 9.397 17.672 -12.696 0.001
H 11.654 15.632 -8.827 0.109
H 11.363 17.005 -7.659 0.099
H 12.506 17.211 -8.918 0.072
H 10.145 17.207 -13.287 0.050
H 9.004 18.709 -12.894 0.107
H 8.483 17.067 -12.733 0.109
C 14.715 18.067 -10.703 -0.011
O 14.392 19.268 -11.400 -0.010
C 13.544 20.143 -10.885 -0.361
O 12.848 19.961 -9.637 -0.088
O 13.315 21.272 -11.604 -0.008
C 12.280 22.238 -11.381 -0.016
H 14.930 18.242 -9.667 0.105
H 15.530 17.563 -11.141 0.067
H 13.906 17.412 -10.869 0.055
H 11.334 21.810 -11.715 0.080
H 12.467 23.146 -11.932 0.102
H 12.152 22.547 -10.403 0.067
C 12.697 13.259 -16.415 -0.090
C 12.510 14.184 -15.122 -0.220
C 13.694 15.073 -15.014 -0.210
C 14.014 15.899 -16.184 -0.253
N 14.175 16.518 -17.163 0.183
H 12.058 12.470 -16.413 0.019
H 13.689 12.739 -16.542 0.092
H 12.505 13.760 -17.348 0.066
H 12.199 13.610 -14.217 0.118
H 11.501 14.709 -15.332 0.128
H 14.598 14.490 -15.108 0.093
H 13.666 15.789 -14.052 0.168
```

## Properties
Kohn-Sham gap   10.28 eV
Structure (SMILES)   C[C@H]1COC(=O)O1.C[C@H]1COC(=O)O1.C[C@H]1COC(=O)O1.C[C@H]1COC(=O)O1.COC(=O)OC.COC(=O)OC.CCCC#N
M   657.6 g/mol
Largest force on an atom   8.7 eV/Å
HOMO   -9.9 eV

***

Record 5
Formula: C16H21BiF6GePSbSe2
Source: the OMol25 dataset
Level of theory: ωB97M-V/def2-TZVPD

```
49
Properties=species:S:1:pos:R:3:mulliken_spin:R:1
Bi -0.827 1.936 -0.274 0.151
Se -1.103 -0.495 0.711 0.085
P 0.371 -1.058 -0.880 0.005
Se 0.964 0.828 -1.887 0.092
C -0.283 -2.266 -2.019 -0.004
C -0.129 -2.078 -3.390 0.003
C -0.762 -2.951 -4.260 0.000
C -1.542 -3.985 -3.763 0.001
C -1.664 -4.184 -2.394 -0.001
C -1.039 -3.322 -1.511 0.000
C 1.795 -1.730 -0.011 0.010
C 1.564 -2.710 0.960 -0.001
C 2.640 -3.312 1.589 -0.001
C 3.936 -2.930 1.264 0.001
C 4.161 -1.946 0.314 -0.001
C 3.093 -1.344 -0.336 0.001
H 0.448 -1.248 -3.774 -0.002
H -0.671 -2.798 -5.327 0.000
H -2.073 -4.633 -4.449 0.000
H -2.269 -4.995 -2.008 0.000
H -1.163 -3.451 -0.442 -0.001
H 0.551 -2.985 1.228 -0.002
H 2.462 -4.075 2.336 0.000
H 4.775 -3.404 1.755 0.000
H 5.172 -1.639 0.076 0.000
H 3.267 -0.586 -1.088 0.000
F -2.049 0.109 -2.110 0.009
Sb -3.418 1.295 -2.800 -0.003
F -3.125 0.520 -4.470 0.000
F -4.639 0.001 -2.244 0.000
F -4.563 2.623 -3.397 0.000
F -3.433 1.985 -0.987 0.020
F -1.886 2.451 -2.929 0.010
C -0.652 4.954 2.177 0.000
Ge 0.022 3.252 2.832 0.025
C 1.495 3.444 4.103 0.063
C -1.366 2.083 3.536 0.000
C 0.908 2.346 1.283 0.505
H -0.973 5.577 3.013 0.001
H -1.510 4.823 1.512 -0.001
H 0.131 5.491 1.639 0.000
H 1.119 3.990 4.970 0.012
H 2.320 4.001 3.662 -0.001
H 1.846 2.464 4.424 -0.003
H -1.765 2.505 4.459 0.000
H -0.954 1.098 3.763 -0.001
H -2.200 1.965 2.837 0.000
H 1.389 1.402 1.543 0.012
H 1.630 2.982 0.761 0.014
```

## Properties
Net charge   +1
Kohn-Sham gap (spin up / spin down)   7.97 / 5.33 eV
Spin multiplicity   2
M   919.6 g/mol
Largest force on an atom   1.4 eV/Å
HOMO (spin up / spin down)   -12.4 / -12.5 eV

***

Record 6
Formula: C6H9N
Source: the OMol25 dataset
Level of theory: ωB97M-V/def2-TZVPD

```
16
Properties=species:S:1:pos:R:3:nbo_charge:R:1
C -1.077 -0.108 -1.487 -0.635
C -0.476 0.328 -0.189 0.017
C 0.638 -0.156 0.393 -0.083
C 1.389 -1.546 0.034 -0.622
C 1.372 -0.204 1.526 -0.078
C -0.585 2.044 1.501 -0.111
N -1.141 1.403 0.502 -0.538
H -0.555 -0.987 -1.873 0.223
H -1.014 0.675 -2.255 0.214
H -2.134 -0.384 -1.382 0.209
H 2.455 -1.717 0.275 0.262
H 1.368 -1.469 -1.048 0.240
H 0.816 -2.401 0.397 0.238
H 2.381 0.211 1.552 0.177
H -1.342 2.752 1.892 0.110
H -2.095 1.560 0.160 0.377
```

## Properties
Kohn-Sham gap   8.11 eV
M   95.1 g/mol
Largest force on an atom   0.8 eV/Å
HOMO   -7.4 eV

***

Record order is preserved below.
ΔE to the lowest compared entry with this formula, charge and spin: 69.6 314.5 63.1 284.5 42.8 662.7 kJ/mol